# C22H20ClN3O3

C22H20ClN3O3 in the gas phase (wB97M-V/def2-TZVPD, the OMol25 dataset).

ORCA input file:
```
! RIJCOSX wB97M-V def2-TZVPD def2/J DEFGRID3
* xyz 0 1
H 3.2788 -2.5908 -2.5043
C 2.0163 4.0214 1.5672
H -2.2491 -4.3500 0.8979
C -2.0079 -1.9814 -3.3096
C 1.3839 -3.5710 -2.7123
C 2.6810 2.9018 1.1121
H -2.3942 1.2213 -1.3308
C 0.8807 3.8931 2.3836
C -1.3237 -0.3937 1.4358
O -2.5885 -0.9883 -2.4827
N 0.6695 0.2485 2.6929
C -1.8621 -1.9587 -0.3377
N 0.4561 5.1722 2.6727
H -1.6520 1.6745 0.9819
H -0.6263 -4.2585 -2.9401
O 1.1833 7.3067 2.1340
C -0.7302 -0.1351 2.7985
C -2.1165 0.4119 -0.6745
C 1.0495 1.5213 2.2924
H -0.7757 -1.0385 3.4135
C 1.7031 -1.2057 -2.9007
C -1.4101 -1.6911 0.9469
H -2.2265 -1.6370 -4.3276
H 2.6820 0.7720 1.1308
H 2.9703 5.7971 0.8598
H 1.7848 -4.5619 -2.5604
O -2.0361 -3.2246 -0.8328
H -1.1322 -2.5047 1.5993
C 1.2808 6.1043 2.0732
H -0.4750 2.5922 3.4007
H -1.8934 -5.2045 -0.6199
C -2.1791 -0.8794 -1.1824
C 0.3448 -1.0469 -3.1317
C 2.1816 1.6641 1.4796
H -1.2775 0.6554 3.3111
C 0.3871 2.6621 2.7579
H 1.2096 -0.4692 2.2247
N 2.2320 5.3766 1.3959
H -2.4981 -2.9485 -3.1497
H -0.3313 5.4227 3.2447
C -1.6688 -4.3171 -0.0296
C -0.5193 -2.1393 -3.1269
C -1.7034 0.6598 0.6192
H 2.3439 -0.3380 -2.8996
H -0.5993 -4.3015 0.2055
H 3.5550 2.9823 0.4851
Cl -0.2485 0.5438 -3.4509
C 2.2216 -2.4687 -2.6848
C 0.0290 -3.4007 -2.9279
*
```

As for the HOMO energy: -7.311 eV. As for the SMILES: COc1cc(CNc2ccc3[nH]c(=O)[nH]c3c2)ccc1OCc1ccccc1Cl. Its relative energy (zero: lowest compared OMol25 entry of this formula, charge and spin) is 4.6 kcal per mole.

These are the Mulliken partial charges, in e, on atoms 1 to 8: atom 1 (H): 0.4012, atom 2 (C): 0.7036, atom 3 (H): 0.4126, atom 4 (C): -1.0614, atom 5 (C): -0.7243, atom 6 (C): -1.1797, atom 7 (H): 0.5242, atom 8 (C): 0.3908